No. 1
{
  "formula": "C2H10N2O2",
  "method": "the ωB97M-V functional and the def2-TZVPD basis",
  "elements": ["N", "C", "C", "N", "H", "H", "H", "H", "H", "H", "O", "H", "H", "O", "H", "H"],
  "xyz": [[-1.19230, 1.15970, 1.58814], [-0.93590, 0.60452, 0.35887], [-0.54261, 1.29505, -0.72064], [-0.32527, 0.63875, -1.98293], [-0.77958, 2.05718, 1.81198], [-1.19269, 0.57418, 2.40456], [-1.00905, -0.47664, 0.29476], [-0.27769, 2.33806, -0.59030], [0.04254, 1.26103, -2.68438], [-1.18559, 0.22040, -2.31038], [1.19390, -1.70597, 1.77478], [1.92628, -2.30503, 1.57134], [1.32996, -1.10102, 1.03240], [1.31409, -1.78062, -0.89952], [1.08459, -0.93865, -1.36017], [0.54931, -1.84093, -0.28850]],
  "mulliken_charge": [-0.54, -0.22, -0.22, -0.53, 0.19, 0.24, 0.38, 0.26, 0.22, 0.22, -0.68, 0.32, 0.39, -0.74, 0.39, 0.31],
  "e_lumo_ev": 0.962,
  "gap_ev": 8.63,
  "e_above_lowest_kj_mol": 85.0,
  "fmax_ha_per_bohr": 0.028,
  "energy_ev": -9310.6883,
  "smiles": "N/C=C/N.O.O",
  "homo_energy_ev": -7.664,
  "charge": 0
}

=====

No. 2
{
  "formula": "C2H10N2O2",
  "method": "the ωB97M-V functional and the def2-TZVPD basis",
  "elements": ["N", "C", "C", "N", "H", "H", "H", "H", "H", "H", "O", "H", "H", "O", "H", "H"],
  "xyz": [[-0.46356, 1.66730, -0.45780], [-0.14436, 1.09735, 0.76373], [-0.79806, 0.11856, 1.38856], [-0.30500, -0.50962, 2.58281], [0.20940, 2.40452, -0.65919], [-0.44499, 1.09203, -1.28841], [0.56254, 1.68873, 1.34906], [-1.71336, -0.37190, 1.05379], [-0.47474, -1.50543, 2.51655], [-0.87651, -0.28403, 3.39118], [0.84376, 0.32905, -3.15096], [1.23707, 0.42904, -4.01616], [0.61894, -0.58605, -3.14142], [0.60804, -2.10266, -0.44830], [0.07419, -1.29971, -0.28816], [1.06663, -2.16717, 0.40471]],
  "mulliken_charge": [-0.52, 0.35, -0.95, -0.58, 0.27, 0.29, 0.28, 0.35, 0.29, 0.23, -0.61, 0.30, 0.31, -0.70, 0.36, 0.33],
  "e_lumo_ev": 0.788,
  "gap_ev": 9.00,
  "e_above_lowest_kj_mol": 112.1,
  "fmax_ha_per_bohr": 0.025,
  "energy_ev": -9310.4075,
  "smiles": "N/C=C/N.O.O",
  "homo_energy_ev": -8.209,
  "charge": 0
}

=====

No. 3
{
  "formula": "C2H10N2O3",
  "method": "the ωB97M-V functional and the def2-TZVPD basis",
  "elements": ["C", "N", "C", "N", "O", "H", "H", "H", "H", "H", "H", "H", "H", "O", "H", "H", "O"],
  "xyz": [[-0.43621, 1.33336, 0.13923], [0.98152, 1.31314, -0.19554], [1.61396, 0.00086, -0.41276], [2.38178, -0.29162, 0.85970], [2.25299, -0.15256, -1.48674], [-1.05560, 0.77367, -0.60835], [-0.56914, 0.84839, 1.13373], [-0.80825, 2.33842, 0.41296], [1.19272, 2.00258, -0.98436], [2.44431, -1.28901, 1.13153], [3.30284, 0.02321, 0.83944], [-3.92576, -0.38396, 0.38467], [0.81091, -0.75391, -0.23825], [-1.25798, -1.84704, -0.38781], [-1.66459, -2.69882, -0.53569], [-2.26432, -1.04945, -0.10906], [-2.99918, -0.16726, 0.05732]],
  "mulliken_charge": [-0.97, -0.09, 0.83, -0.58, -0.44, 0.40, 0.35, 0.35, 0.32, 0.25, 0.24, 0.24, -0.08, -0.74, 0.25, 0.40, -0.73],
  "e_lumo_ev": -4.922,
  "gap_ev": 4.11,
  "e_above_lowest_kj_mol": 862.1,
  "fmax_ha_per_bohr": 0.076,
  "energy_ev": -11351.0980,
  "homo_energy_ev": -9.028,
  "charge": 0
}

=====

No. 4
{
  "formula": "C2H10N2S",
  "method": "the ωB97M-V functional and the def2-TZVPD basis",
  "elements": ["N", "C", "C", "S", "H", "H", "H", "H", "H", "H", "H", "N", "H", "H", "H"],
  "xyz": [[-0.14096, 0.37564, 1.26603], [-0.16472, 1.31838, 0.16119], [-1.08415, 0.81744, -0.94824], [-1.48655, 2.20232, -2.06633], [0.35655, -0.48604, 1.05381], [0.31365, 0.78936, 2.06962], [0.82043, 1.53328, -0.26917], [-0.55953, 2.26935, 0.53235], [-0.58800, 0.03857, -1.52860], [-1.99332, 0.41627, -0.51647], [-1.70554, 1.47151, -3.16357], [1.41344, -2.44373, 0.90247], [0.80084, -3.24999, 0.85435], [1.92065, -2.42167, 0.02443], [2.09721, -2.63071, 1.62813]],
  "mulliken_charge": [-0.58, -0.53, -0.55, -0.25, 0.27, 0.23, 0.26, 0.44, 0.31, 0.37, 0.11, -0.76, 0.22, 0.23, 0.22],
  "e_lumo_ev": 0.790,
  "gap_ev": 9.62,
  "e_above_lowest_kj_mol": 2.8,
  "fmax_ha_per_bohr": 0.005,
  "energy_ev": -16051.6093,
  "smiles": "NCCS.N",
  "homo_energy_ev": -8.832,
  "charge": 0
}

=====

No. 5
{
  "formula": "C2H10N2S2",
  "method": "the ωB97M-V functional and the def2-TZVPD basis",
  "elements": ["S", "S", "H", "H", "N", "C", "C", "N", "H", "H", "H", "H", "H", "H", "H", "H"],
  "xyz": [[2.99733, -1.29221, -0.15042], [1.16758, -2.24725, -0.14869], [3.75944, -2.36253, 0.13137], [0.84653, -2.00379, 1.12683], [-0.01015, 1.09817, 1.56710], [-1.03221, 0.58834, 0.67647], [-0.62654, 0.94916, -0.76468], [-1.44862, 0.35615, -1.72451], [0.88192, 0.64330, 1.40456], [-0.27698, 0.95290, 2.53577], [-1.94872, 1.13826, 0.89070], [-1.20077, -0.49231, 0.74918], [-0.62535, 2.03103, -0.91292], [0.41882, 0.60991, -0.96011], [-1.39298, 0.69694, -2.68578], [-1.50929, -0.66608, -1.73488]],
  "lowdin_spin": [0.00, 0.00, 0.00, 0.00, 0.02, 0.04, 0.14, 0.67, 0.00, 0.00, 0.00, 0.00, 0.01, 0.08, 0.02, 0.02],
  "spin_multiplicity": 2,
  "e_lumo_ev": [-3.434, -8.612],
  "gap_ev": [9.77, 4.59],
  "e_above_lowest_kj_mol": 22.0,
  "fmax_ha_per_bohr": 0.041,
  "energy_ev": -26877.8135,
  "homo_energy_ev": [-13.200, -13.199],
  "s2": 0.7546,
  "charge": 1
}

=====

No. 6
{
  "formula": "C2H10N3",
  "method": "the ωB97M-V functional and the def2-TZVPD basis",
  "elements": ["C", "C", "N", "N", "N", "H", "H", "H", "H", "H", "H", "H", "H", "H", "H"],
  "xyz": [[-0.59801, 1.33544, -1.57405], [0.73087, -1.02553, 1.40597], [-0.62339, -1.05734, 1.22804], [1.36468, 0.36210, -0.04498], [0.09749, 0.31745, -0.76708], [-1.33020, 0.66273, -2.19419], [-1.02601, 2.01247, -0.90101], [0.09525, 1.77210, -2.25126], [1.20840, -0.64845, 2.32070], [1.35479, -1.89517, 0.94227], [-1.24773, -0.58007, 1.86884], [-1.12291, -1.66885, 0.58473], [1.38634, 0.98415, 0.75817], [-0.59494, -0.00435, -0.05273], [0.30536, -0.56669, -1.32341]],
  "mulliken_charge": [-0.71, -0.25, -0.54, -0.72, 0.00, 0.29, 0.32, 0.33, 0.36, 0.24, 0.25, 0.32, 0.27, 0.42, 0.43],
  "e_lumo_ev": -3.485,
  "gap_ev": 10.74,
  "e_above_lowest_kj_mol": 445.3,
  "fmax_ha_per_bohr": 0.071,
  "energy_ev": -6696.4239,
  "homo_energy_ev": -14.224,
  "charge": 1
}

=====

No. 7
{
  "formula": "C2H10N3",
  "method": "the ωB97M-V functional and the def2-TZVPD basis",
  "elements": ["C", "N", "H", "H", "H", "H", "H", "H", "N", "C", "N", "H", "H", "H", "H"],
  "xyz": [[0.47246, -1.81847, -1.41025], [0.33340, -1.58541, 0.02819], [0.33293, -2.86072, -1.68743], [-0.26724, -1.24003, -1.96901], [1.45190, -1.55754, -1.78214], [1.17934, -1.81487, 0.54109], [-0.31141, -2.26718, 0.42398], [-0.33294, 0.14253, 1.36999], [-0.41358, 1.88603, -0.37013], [-0.42487, 2.06823, 0.92345], [-0.48046, 1.07305, 1.76641], [-0.34178, 2.65395, -1.02466], [-0.59476, 0.99985, -0.82671], [-0.31434, 3.08804, 1.27428], [-0.28863, 1.23255, 2.74294]],
  "mulliken_charge": [-0.85, -0.57, 0.31, 0.25, 0.32, 0.25, 0.25, 0.27, -0.25, 0.22, -0.26, 0.25, 0.18, 0.34, 0.28],
  "e_lumo_ev": -3.495,
  "gap_ev": 10.26,
  "e_above_lowest_kj_mol": 50.5,
  "fmax_ha_per_bohr": 0.020,
  "energy_ev": -6700.5156,
  "homo_energy_ev": -13.752,
  "charge": 1
}

=====

No. 8
{
  "formula": "C2H10N3O",
  "method": "the ωB97M-V functional and the def2-TZVPD basis",
  "elements": ["C", "N", "C", "N", "N", "H", "H", "H", "H", "H", "H", "H", "H", "H", "H", "O"],
  "xyz": [[-0.78299, -0.13361, 1.84580], [-1.30505, -0.55470, 0.48006], [-0.58551, -0.54377, -0.73541], [-1.05094, -1.40416, -1.67008], [0.48070, 0.18555, -0.80976], [-1.68340, 0.43059, 2.31642], [0.05754, 0.59386, 1.81687], [-0.53330, -1.07246, 2.46351], [-2.31359, -0.73837, 0.32200], [-2.03606, -1.58935, -1.68220], [-0.60686, -1.50718, -2.56855], [0.81335, 0.38748, -1.80063], [0.96874, 0.42262, -0.03789], [3.18894, 2.73363, 0.60029], [1.95785, 2.01795, 1.18866], [2.69061, 1.84983, 0.58971]],
  "lowdin_spin": [0.03, 0.09, 0.40, 0.12, 0.16, 0.00, 0.00, 0.01, 0.04, 0.04, 0.02, 0.05, 0.01, 0.00, 0.00, 0.01],
  "spin_multiplicity": 2,
  "e_lumo_ev": [0.713, 0.592],
  "gap_ev": [3.86, 9.18],
  "e_above_lowest_kj_mol": 121.0,
  "fmax_ha_per_bohr": 0.119,
  "energy_ev": -8750.5867,
  "homo_energy_ev": [-3.142, -8.584],
  "s2": 0.7544,
  "charge": 0
}

=====

What did the fifth record say?
{
  "formula": "C2H10N2S2",
  "method": "the ωB97M-V functional and the def2-TZVPD basis",
  "elements": ["S", "S", "H", "H", "N", "C", "C", "N", "H", "H", "H", "H", "H", "H", "H", "H"],
  "xyz": [[2.99733, -1.29221, -0.15042], [1.16758, -2.24725, -0.14869], [3.75944, -2.36253, 0.13137], [0.84653, -2.00379, 1.12683], [-0.01015, 1.09817, 1.56710], [-1.03221, 0.58834, 0.67647], [-0.62654, 0.94916, -0.76468], [-1.44862, 0.35615, -1.72451], [0.88192, 0.64330, 1.40456], [-0.27698, 0.95290, 2.53577], [-1.94872, 1.13826, 0.89070], [-1.20077, -0.49231, 0.74918], [-0.62535, 2.03103, -0.91292], [0.41882, 0.60991, -0.96011], [-1.39298, 0.69694, -2.68578], [-1.50929, -0.66608, -1.73488]],
  "lowdin_spin": [0.00, 0.00, 0.00, 0.00, 0.02, 0.04, 0.14, 0.67, 0.00, 0.00, 0.00, 0.00, 0.01, 0.08, 0.02, 0.02],
  "spin_multiplicity": 2,
  "e_lumo_ev": [-3.434, -8.612],
  "gap_ev": [9.77, 4.59],
  "e_above_lowest_kj_mol": 22.0,
  "fmax_ha_per_bohr": 0.041,
  "energy_ev": -26877.8135,
  "homo_energy_ev": [-13.200, -13.199],
  "s2": 0.7546,
  "charge": 1
}